Entry 1:
# C29H25AsClIN2O2PdS2

A structure of composition C29H25AsClIN2O2PdS2 (ωB97M-V/def2-TZVPD, OMol25).

## Properties
- Highest occupied orbital energy (spin up / spin down): -7.38 / -7.32 eV
- Energy relative to the best compared isomer or geometry (same formula, charge and spin): 0.0 kcal per mole
- Multiplicity: 3
- Gap between HOMO and LUMO (spin up / spin down): 0.2721 / 0.2409 Eh
- LUMO (spin up / spin down): 0.0 / -0.8 eV
- Calculated total energy: -144165.2915 eV

Last column: Mulliken spin population.
Geometry (Å):
Pd: -0.7967 -0.3351 -2.0377  1.196
Cl: 3.6702 5.0669 -1.7426  0.000
C: 2.9620 3.4858 -1.9042  -0.005
C: 3.7685 2.3864 -1.9927  0.005
C: 3.2308 1.0958 -2.1218  0.024
I: 4.5137 -0.5204 -2.2911  0.001
C: 1.8663 0.8699 -2.1368  0.066
O: 1.3432 -0.3052 -2.2168  0.208
C: 1.0238 2.0501 -2.0643  -0.095
N: -0.3216 1.8361 -2.1290  0.096
C: -1.1448 2.8515 -2.1587  -0.005
C: -0.7009 4.1844 -2.0793  0.006
C: 0.6375 4.4287 -1.9642  -0.005
C: 1.5518 3.3504 -1.9668  -0.002
H: 4.8417 2.5128 -1.9674  0.001
H: -2.2002 2.6211 -2.2439  -0.004
H: -1.4203 4.9880 -2.1034  0.000
H: 1.0138 5.4388 -1.8859  -0.001
C: -2.6388 3.0008 2.7874  0.000
C: -1.5673 2.3567 3.3927  0.001
C: -0.8942 1.3516 2.7188  -0.001
C: -1.2857 0.9915 1.4317  -0.006
C: -2.3656 1.6232 0.8365  0.020
C: -3.0412 2.6292 1.5148  0.001
As: -0.3941 -0.4409 0.4800  0.135
C: -1.0868 -1.9780 1.4320  0.025
C: -2.2205 -2.5835 0.9037  0.020
C: -2.8077 -3.6514 1.5672  0.001
C: -2.2688 -4.1133 2.7575  0.001
C: -1.1482 -3.4968 3.2965  0.000
C: -0.5603 -2.4266 2.6392  0.005
C: 1.4366 -0.2620 1.0634  -0.001
C: 2.2552 -1.3808 1.1904  0.005
C: 3.5893 -1.2310 1.5368  -0.002
C: 4.1179 0.0354 1.7371  0.006
C: 3.3134 1.1526 1.5845  -0.003
C: 1.9755 1.0070 1.2480  0.003
H: -3.1635 3.7866 3.3140  0.000
H: -1.2584 2.6373 4.3906  0.000
H: -0.0563 0.8567 3.1972  0.001
H: -2.7082 1.3069 -0.1454  0.003
H: -3.8865 3.1156 1.0474  0.000
H: -2.6631 -2.2008 -0.0124  -0.003
H: -3.6933 -4.1176 1.1543  0.000
H: -2.7277 -4.9471 3.2711  0.000
H: -0.7333 -3.8447 4.2326  0.000
H: 0.3106 -1.9482 3.0709  0.002
H: 1.8576 -2.3758 1.0222  0.000
H: 4.2178 -2.1058 1.6345  0.000
H: 5.1611 0.1514 1.9959  0.000
H: 3.7253 2.1438 1.7205  0.000
H: 1.3563 1.8904 1.1314  0.001
O: -3.3192 -0.5624 -1.6778  0.062
S: -3.4343 -0.2562 -3.1422  0.007
N: -2.1690 -0.0540 -3.8709  0.083
C: -1.8167 -3.6982 -2.7027  -0.007
S: -0.3636 -2.6489 -2.8710  0.152
C: 0.7052 -3.4008 -1.6385  -0.015
H: -2.1415 -3.7508 -1.6664  0.000
H: -1.6114 -4.6999 -3.0764  0.007
H: -2.6099 -3.2558 -3.3020  -0.001
H: 0.9920 -4.4025 -1.9514  0.006
H: 0.1975 -3.4459 -0.6710  0.003
H: 1.5851 -2.7631 -1.5664  0.002

Cartesian forces (eV/Å) of the 3 atoms listed first:
Pd 0.0 -0.1 0.2
Cl 0.0 0.0 0.0
C -0.1 -0.1 0.0


Entry 2:
# C2S

An isolated molecule of C2S at a distorted geometry (ωB97M-V/def2-TZVPD, OMol25).

## Properties
- Highest occupied orbital energy (spin up / spin down): -8.13 / -10.11 eV
- Multiplicity: 3
- Gap between HOMO and LUMO (spin up / spin down): 0.2748 / 0.2386 Eh
- LUMO (spin up / spin down): -0.7 / -3.6 eV
- Calculated total energy: -12900.7120 eV

Last column: Mulliken spin population.
Geometry (Å):
C: -0.0060 -0.4342 -0.7394  0.693
C: -0.4349 0.2733 0.6774  0.523
S: 1.1367 0.4214 0.1465  0.784

Forces on the atoms, in the same order (eV/Å):
C -3.8 2.1 5.5
C -0.1 -3.6 -6.1
S 3.9 1.5 0.6


Entry 3:
# C37H37F3N2O3S

A cluster of 2 separate species, C37H37F3N2O3S in total at a distorted geometry (ωB97M-V/def2-TZVPD, OMol25).

## Properties
- Highest occupied orbital energy: -5.42 eV
- Multiplicity: 1
- Gap between HOMO and LUMO: 0.0962 Eh
- LUMO: -2.8 eV
- Calculated total energy: -67076.7545 eV

Last column: Mulliken charge in e.
Geometry (Å):
C: 1.5810 4.8845 2.9337  -0.967
N: 1.3063 3.4740 2.7798  0.284
C: 2.3159 2.5864 2.5384  0.282
O: 3.4984 2.8758 2.3830  -0.701
C: 1.6972 1.1967 2.4770  0.029
C: 2.2351 0.2364 3.5389  -0.699
C: 3.7060 -0.0631 3.3815  0.416
C: 4.5905 0.2597 4.4170  -0.337
C: 5.9655 0.1434 4.2083  -0.585
C: 6.4398 -0.3506 2.9843  -0.431
C: 5.5461 -0.7839 1.9943  -0.790
C: 4.1696 -0.6517 2.1992  -0.226
N: 0.2738 1.4708 2.6531  0.563
C: -0.5946 0.4427 2.6952  0.215
C: -1.9578 0.5922 2.8654  0.331
C: -2.9065 -0.4211 2.9646  -0.521
C: -4.3018 -0.0830 3.0344  0.318
C: -5.3151 -1.0654 2.8779  -0.204
C: -6.6649 -0.7403 2.9578  -0.339
C: -7.0686 0.5874 3.1817  1.115
C: -8.5038 0.9680 3.3467  -1.348
C: -6.0907 1.5804 3.2721  -0.983
C: -4.7453 1.2647 3.2124  -0.612
C: -0.0330 2.9053 2.8683  0.134
C: -0.6315 3.1864 4.2535  -1.512
C: -0.9272 3.5106 1.7763  -1.553
H: 2.6607 5.0432 2.8555  0.372
H: 1.0694 5.4657 2.1550  0.297
H: 1.2374 5.2391 3.9143  0.312
H: 1.8835 0.7746 1.4747  0.306
H: 2.0379 0.6777 4.5279  0.315
H: 1.6552 -0.6969 3.4869  0.549
H: 4.1879 0.6425 5.3601  0.317
H: 6.6595 0.4628 4.9908  0.368
H: 7.5153 -0.4178 2.8101  0.366
H: 5.9133 -1.1996 1.0515  0.389
H: 3.4518 -0.9779 1.4385  0.418
H: -0.1619 -0.5481 2.5528  0.747
H: -2.3091 1.6163 2.8932  -0.970
H: -2.5980 -1.4697 2.9523  0.435
H: -4.9904 -2.0848 2.6733  0.450
H: -7.4248 -1.5170 2.8453  0.478
H: -8.5874 2.0466 3.5025  0.366
H: -9.1111 0.7022 2.4775  0.340
H: -8.9565 0.4674 4.2078  0.310
H: -6.3970 2.6194 3.4041  0.274
H: -4.0423 2.0914 3.3106  0.327
H: 0.0795 2.8906 5.0363  0.340
H: -0.8426 4.2602 4.3409  0.474
H: -1.5620 2.6348 4.4063  0.403
H: -0.3907 3.5136 0.8190  0.387
H: -1.8533 2.9470 1.6487  0.354
H: -1.1831 4.5427 2.0495  0.467
F: 3.2846 -6.8810 1.3226  -0.281
C: 2.9879 -5.8635 2.1805  0.982
F: 3.7816 -6.0069 3.2797  -0.283
F: 3.3779 -4.6896 1.5764  -0.253
C: 1.5359 -5.8094 2.5263  0.161
C: 1.1500 -5.2601 3.7478  -0.704
C: -0.1760 -4.9356 3.9486  -0.713
C: -1.1782 -5.1928 2.9692  1.007
C: -2.5177 -4.7367 3.1324  -0.975
S: -3.8096 -5.7581 2.6060  1.029
C: -5.2448 -5.6628 3.7222  -0.106
C: -5.5910 -6.7528 4.5354  -0.338
C: -6.7697 -6.7109 5.2837  -0.480
C: -7.5948 -5.5815 5.2488  -0.537
C: -7.2428 -4.4973 4.4365  -0.538
C: -6.0945 -4.5605 3.6433  -0.124
O: -4.2955 -5.3116 1.3124  -0.681
O: -3.4651 -7.1547 2.7868  -0.698
C: -0.7486 -5.9180 1.8124  -0.375
C: 0.5846 -6.1955 1.5769  -0.935
H: 1.8942 -5.0648 4.5185  0.409
H: -0.4845 -4.4621 4.8748  0.450
H: -2.7990 -3.8406 3.6489  0.403
H: -4.9612 -7.6388 4.5792  0.441
H: -7.0433 -7.5751 5.8893  0.360
H: -8.5181 -5.5578 5.8312  0.357
H: -7.8686 -3.6060 4.3964  0.292
H: -5.8567 -3.7620 2.9447  0.318
H: -1.4897 -6.1841 1.0629  0.366
H: 0.8814 -6.6966 0.6521  0.376

Cartesian forces (eV/Å) of the 3 atoms listed first:
C -0.3 0.4 0.1
N 0.5 -0.3 0.0
C 1.1 0.5 -0.3


Entry 4:
# C4H4N2

An isolated molecule of C4H4N2 at a distorted geometry (ωB97M-V/def2-TZVPD, OMol25).

## Properties
- SMILES string: c1cnccn1
- Highest occupied orbital energy: -9.53 eV
- Energy relative to the best compared isomer or geometry (same formula, charge and spin): 12.6 kcal per mole
- Multiplicity: 1
- Gap between HOMO and LUMO: 0.3721 Eh
- LUMO: 0.6 eV
- Calculated total energy: -7192.1423 eV

Last column: Mulliken charge in e.
Geometry (Å):
C: 1.2528 -0.4861 -0.0179  -0.063
C: 0.9645 0.8686 0.0302  -0.001
C: -1.2633 0.4589 -0.0203  -0.069
C: -0.9787 -0.8514 0.0145  -0.072
H: 2.2975 -0.7940 -0.0871  0.347
H: 1.7936 1.6380 0.1389  0.300
H: -2.3351 0.7091 -0.1040  0.316
H: -1.7462 -1.6397 0.2207  0.323
N: -0.2715 1.3348 -0.0115  -0.541
N: 0.2913 -1.3139 -0.0181  -0.539

Cartesian forces (eV/Å) of the 3 atoms listed first:
C 1.7 1.9 -0.3
C 0.9 2.1 0.3
C -1.1 0.3 -0.4


Entry 5:
# C3H8N2OS

An isolated molecule of C3H8N2OS at a distorted geometry (ωB97M-V/def2-TZVPD, OMol25).

## Properties
- SMILES string: [H]/N=C(/COC)NS
- Highest occupied orbital energy: -9.10 eV
- Energy relative to the best compared isomer or geometry (same formula, charge and spin): 53.3 kcal per mole
- Multiplicity: 1
- Gap between HOMO and LUMO: 0.3624 Eh
- LUMO: 0.8 eV
- Calculated total energy: -19102.1916 eV

Last column: Mulliken charge in e.
Geometry (Å):
C: 0.8033 1.8565 -1.0432  -0.731
C: -0.0622 -0.2589 -0.8069  -0.434
C: -0.7146 -1.1960 0.1501  0.522
H: 0.3537 2.0376 -2.0110  0.298
H: 1.8032 1.3590 -1.2181  0.292
H: 1.0542 2.8051 -0.5881  0.264
H: 0.9343 -0.6693 -1.0988  0.310
H: -0.6721 -0.2920 -1.6950  0.388
H: -1.9828 -2.5502 0.5434  0.209
H: -0.7750 -1.7280 2.1499  0.220
H: 0.3281 0.9372 2.3550  0.128
N: -1.6350 -1.9754 -0.2300  -0.697
N: -0.3554 -1.1126 1.4618  -0.360
O: 0.0249 1.0222 -0.2296  -0.255
S: 0.8955 -0.2352 2.2604  -0.153

Cartesian forces (eV/Å) of the 3 atoms listed first:
C 1.8 -0.7 -0.4
C 0.6 -0.5 0.0
C -0.5 0.1 0.5


Entry 6:
# C4H4NOS

The ion C4H4NOS with charge -1 at a distorted geometry (ωB97M-V/def2-TZVPD, OMol25).

## Properties
- SMILES string: Nc1cocc1[S-]
- Highest occupied orbital energy: -2.39 eV
- Energy relative to the best compared isomer or geometry (same formula, charge and spin): 45.5 kcal per mole
- Multiplicity: 1
- Gap between HOMO and LUMO: 0.2379 Eh
- LUMO: 4.1 eV
- Charge: -1
- Calculated total energy: -18585.1843 eV

Last column: Mulliken charge in e.
Geometry (Å):
C: 1.3011 -0.4856 -0.0671  -0.615
C: -0.6023 -1.6851 0.0222  -0.314
C: 0.3940 0.4583 0.0047  0.387
C: -1.0111 -0.4274 0.0075  -0.048
N: 0.3297 1.8393 -0.1544  -0.561
O: 0.7614 -1.7584 0.0892  -0.354
S: -2.5093 0.4575 0.0811  -0.617
H: 2.4101 -0.6004 -0.3196  0.276
H: -1.3249 -2.4879 0.0145  0.416
H: -0.5948 2.1894 -0.0935  0.213
H: 0.8461 2.5004 0.4155  0.216

Cartesian forces (eV/Å) of the 3 atoms listed first:
C 2.7 -1.8 -0.1
C -0.6 0.9 0.2
C -3.9 -0.7 -0.3


Entry 7:
# C4H3NO2

A cluster of 2 separate species, C4H3NO2 in total at a distorted geometry (ωB97M-V/def2-TZVPD, OMol25).

## Properties
- Highest occupied orbital energy: -10.87 eV
- Energy relative to the best compared isomer or geometry (same formula, charge and spin): 113.1 kcal per mole
- Multiplicity: 1
- Gap between HOMO and LUMO: 0.3659 Eh
- LUMO: -0.9 eV
- Calculated total energy: -9776.7832 eV

Last column: Mulliken charge in e.
Geometry (Å):
C: -2.8268 -0.6363 0.0813  -0.034
C: 0.1131 -1.0019 -0.1719  -0.160
C: 1.5510 -0.6748 -0.0476  -0.057
C: -0.7291 -0.0005 0.0131  0.269
N: -3.8761 -1.0263 -0.0688  -0.335
O: 2.4236 -1.4803 -0.0772  -0.405
O: -0.7547 1.3218 -0.1454  -0.350
H: -0.3708 -1.9262 -0.2194  0.423
H: 1.8340 0.4706 -0.0024  0.250
H: -0.8327 1.6552 0.7450  0.398

Cartesian forces (eV/Å) of the 3 atoms listed first:
C 6.4 1.9 0.1
C -0.7 2.2 0.9
C 0.6 2.0 -0.7


Entry 8:
# F2N2O2

A structure of composition F2N2O2 at a distorted geometry (ωB97M-V/def2-TZVPD, OMol25).

## Properties
- Highest occupied orbital energy (spin up / spin down): -9.92 / -9.89 eV
- Energy relative to the best compared isomer or geometry (same formula, charge and spin): 32.2 kcal per mole
- Multiplicity: 1
- Gap between HOMO and LUMO (spin up / spin down): 0.3254 / 0.3200 Eh
- LUMO (spin up / spin down): -1.1 / -1.2 eV
- Calculated total energy: -12500.9912 eV

Last column: Mulliken charge in e.
Geometry (Å):
N: 0.0981 0.9035 -0.8078  0.336
N: -0.4234 -0.8502 1.4528  0.553
O: 0.5665 -1.0225 2.0168  -0.404
O: -0.6880 -0.1418 0.3851  -0.310
F: 1.2347 0.4785 -1.3317  -0.099
F: -0.7879 0.6325 -1.7152  -0.077

Cartesian forces (eV/Å) of the 3 atoms listed first:
N -0.1 1.6 2.5
N -2.4 -0.5 0.4
O 1.8 0.6 -0.4